# C19H21CdN

A structure of composition C19H21CdN in a non-equilibrium geometry (ωB97M-V/def2-TZVPD, the Open Molecules 2025 dataset).

Structure (XYZ):
```
42
Properties=species:S:1:pos:R:3:forces:R:3:nbo_charge:R:1
C -1.954 -1.060 -3.596 1.8 -1.0 2.5 -0.477
C 1.322 -0.617 -2.864 0.8 -1.1 -3.3 -0.565
C -1.053 0.037 -3.048 -2.8 1.2 -2.9 -0.134
H -2.603 -1.468 -2.804 0.1 0.0 -0.3 0.198
C 1.342 0.746 -2.413 1.3 3.2 -2.0 -0.530
H 2.332 -1.065 -2.770 -0.2 0.3 -0.1 0.219
H -0.677 0.523 -3.974 0.1 -0.2 0.7 0.153
H 2.345 1.181 -2.305 -0.2 -0.1 0.0 0.208
C -1.169 1.095 -2.054 0.9 0.9 0.4 -0.500
H -1.298 0.745 -1.012 -0.1 0.2 -0.4 0.213
H -1.985 1.791 -2.301 0.1 0.0 0.2 0.224
C -0.762 -2.063 -3.868 -0.1 0.0 -0.2 -0.376
H -0.971 -2.650 -4.771 0.2 0.0 0.1 0.199
H -0.702 -2.769 -3.027 0.1 0.2 -0.1 0.197
C 0.627 -1.347 -4.038 0.2 -0.8 -0.3 -0.426
H 0.575 -0.683 -4.914 0.1 -0.1 0.2 0.199
H 1.333 -2.139 -4.319 -0.1 -0.1 -0.1 0.204
C 0.243 1.804 -2.266 -0.7 -0.4 0.1 -0.424
H 0.187 2.432 -3.172 -0.2 -0.2 0.1 0.202
H 0.470 2.480 -1.430 0.1 -0.1 -0.1 0.207
Cd 0.911 -0.530 -0.910 -1.6 -2.3 4.8 1.522
H -2.579 -0.926 -4.470 0.2 0.7 -0.3 0.209
C 2.810 2.668 1.942 -0.1 -0.2 -0.4 -0.269
C 2.007 2.514 3.076 -0.1 -0.3 -0.3 -0.154
C 0.991 1.561 3.070 0.1 0.0 -0.3 -0.234
C 0.787 0.764 1.930 0.7 0.6 -0.1 0.205
N 1.603 0.914 0.860 0.3 0.4 0.4 -0.548
C 2.572 1.843 0.838 -0.5 -0.1 1.0 0.056
C -0.306 -0.233 1.816 -1.3 -0.7 0.8 -0.070
C -1.229 -0.475 2.871 0.6 0.2 -0.6 -0.194
C -2.268 -1.394 2.705 0.2 0.1 0.0 -0.243
C -2.407 -2.090 1.502 0.5 0.1 -0.7 -0.195
C -1.488 -1.862 0.445 -1.1 -0.2 1.5 -0.253
C -0.470 -0.942 0.626 0.7 -0.2 -0.3 -0.517
H 3.608 3.404 1.886 -0.2 -0.1 0.1 0.224
H 2.164 3.132 3.957 0.0 -0.1 -0.2 0.222
H 0.338 1.416 3.924 0.2 0.2 -0.1 0.219
H 3.168 1.922 -0.076 -0.2 -0.1 0.3 0.205
H -1.117 0.067 3.809 -0.2 -0.2 -0.1 0.196
H -2.969 -1.565 3.524 0.2 0.0 -0.3 0.213
H -3.216 -2.807 1.366 0.1 0.2 0.1 0.209
H -1.589 -2.411 -0.495 0.0 0.1 0.3 0.206
```
Positions in Å, forces in eV/Å.

Values from the calculation:
LUMO level (spin up / spin down) = 0.185 / 0.096 eV
frontier orbital gap (spin up / spin down) = 0.2043 / 0.2588 Ha
HOMO level (spin up / spin down) = -5.37 / -6.95 eV
charge = 0
energy = -26091.055 eV